Entry 1:
# C7H12O

A 2-piece molecular cluster, C7H12O overall at a distorted geometry (the ωB97M-V functional and the def2-TZVPD basis, OMol25).

XYZ file:
```
20
Properties=species:S:1:pos:R:3:forces:R:3
C 0.366 -1.463 -0.506 0.85 -0.30 1.30
C 1.226 -2.192 0.232 0.40 2.23 -1.18
C -0.353 0.849 -0.835 0.26 0.90 1.23
C 0.649 -0.025 -0.688 -1.82 -0.75 -0.96
C 2.020 0.411 -0.910 1.69 1.15 -0.79
C -2.651 -0.184 -0.234 0.70 0.57 -1.70
C -1.764 0.639 -0.906 -3.30 -1.58 -0.99
H -0.589 -1.887 -0.809 0.13 0.23 -0.09
H 2.179 -1.670 0.529 -1.15 -1.31 0.10
H 1.014 -3.202 0.422 0.13 -1.18 0.50
H -0.181 1.923 -0.893 0.76 -0.09 -0.33
H 2.002 1.533 -0.730 0.83 -1.39 0.43
H 2.739 -0.258 -0.335 -0.50 1.70 -0.79
H 2.285 0.388 -2.021 -0.27 -0.51 1.35
H -2.381 -0.797 0.640 0.04 0.52 -0.46
H -3.671 -0.396 -0.680 1.28 0.67 0.78
H -2.131 1.190 -1.852 -0.02 -0.84 1.65
H -0.695 2.360 2.976 -0.06 -0.19 -0.29
H 0.066 0.952 3.057 -0.69 2.38 1.00
O -0.131 1.830 3.543 0.75 -2.21 -0.75
```
Forces are in eV/Å.

relative energy (zero: lowest compared OMol25 entry of this formula, charge and spin)	249.5	kJ/mol
structure (SMILES)	C=C/C=C(/C)C=C.O
Kohn-Sham gap	9.11	eV
calculated total energy	-349.05363	Ha
LUMO level	0.6	eV

---

Entry 2:
# C27H39GeHfN6O5S2

C27H39GeHfN6O5S2 as an isolated structure at a distorted geometry (the ωB97M-V functional and the def2-TZVPD basis, OMol25).

XYZ file:
```
81
Properties=species:S:1:pos:R:3:forces:R:3
Hf 0.123 -0.539 -0.949 2.35 1.97 3.06
N -1.122 1.012 0.363 0.99 0.27 0.93
C -2.318 0.774 1.187 -0.16 -0.30 0.16
C -1.987 0.122 2.556 0.20 0.24 -0.54
N -0.900 -0.825 2.462 0.20 0.05 0.64
C -1.343 -2.209 2.404 -0.01 0.09 -0.63
C -2.202 -2.526 1.175 0.15 0.31 0.46
N -1.535 -2.227 -0.089 0.62 0.10 -0.07
C 0.108 -0.736 3.536 0.00 0.15 -0.10
C 0.660 0.632 3.977 -0.45 -0.19 0.16
N 1.074 1.503 2.896 0.58 -0.82 -1.22
H -0.339 1.352 0.966 -0.68 -0.06 -0.34
H -1.322 1.710 -0.345 0.02 0.10 0.12
H -2.991 0.149 0.595 0.00 -0.01 0.09
H -2.857 1.703 1.407 0.08 0.04 -0.15
H -2.905 -0.338 2.950 -0.07 0.04 0.06
H -1.695 0.910 3.252 -0.06 0.06 -0.09
H -1.937 -2.468 3.300 0.05 -0.07 0.04
H -0.449 -2.840 2.391 -0.02 0.00 0.00
H -3.118 -1.936 1.221 -0.06 -0.05 -0.04
H -2.492 -3.580 1.232 -0.05 0.03 0.00
H -2.199 -2.247 -0.866 -0.07 -0.10 0.02
H -0.856 -2.961 -0.282 -0.03 -0.06 0.03
H 0.945 -1.342 3.187 0.07 -0.06 0.03
H -0.297 -1.190 4.459 0.12 -0.10 0.00
H 1.488 0.395 4.662 -0.10 -0.10 0.05
H -0.091 1.162 4.579 0.04 -0.05 -0.01
H 1.689 0.946 2.250 -0.63 0.68 0.43
H 1.605 2.288 3.256 0.02 -0.10 -0.10
C 2.976 3.873 -3.160 0.16 0.09 -0.10
O 2.056 3.434 -2.169 -0.10 0.16 -0.03
C 1.606 2.177 -2.208 0.50 -0.34 0.02
O 1.020 1.727 -1.254 -0.62 -0.10 0.33
N 1.941 1.441 -3.315 -0.26 0.14 -0.06
N 1.369 0.164 -3.338 -0.13 -0.30 0.10
H 3.336 4.841 -2.824 -0.03 0.00 0.01
H 2.491 4.001 -4.133 -0.02 0.01 0.03
H 3.816 3.183 -3.251 -0.03 -0.01 0.02
H 1.944 1.945 -4.190 0.08 0.00 -0.03
H 1.968 -0.472 -3.847 0.16 -0.09 0.25
H 0.447 0.183 -3.769 0.06 0.19 -0.19
O -2.763 -1.921 -2.572 0.24 -0.06 -0.10
S -1.602 -1.277 -3.176 -1.45 -0.40 -1.39
O -1.465 -1.492 -4.599 0.27 -0.07 0.20
O -0.336 -1.764 -2.468 -0.37 -1.41 -1.23
S -1.659 0.681 -2.795 -0.31 0.49 -0.06
C 1.818 -0.822 0.158 -1.55 -0.82 -1.29
Ge 2.855 -2.358 -0.089 1.09 -0.09 0.74
C 3.167 -3.254 1.709 -0.26 0.02 -0.18
C 3.511 -2.440 2.791 0.01 0.11 -0.09
C 3.660 -2.947 4.073 0.08 -0.01 0.06
C 3.461 -4.301 4.312 -0.03 -0.03 -0.01
C 3.113 -5.131 3.255 0.05 -0.05 0.08
C 2.967 -4.608 1.975 0.01 0.01 -0.06
C 4.777 -1.868 -0.550 -0.28 0.09 -0.07
C 5.004 -1.266 -1.789 -0.03 -0.02 0.00
C 6.257 -0.805 -2.164 0.02 0.00 -0.06
C 7.328 -0.924 -1.288 0.03 0.04 0.04
C 7.128 -1.514 -0.049 0.08 -0.02 -0.02
C 5.869 -1.985 0.307 -0.07 -0.08 0.00
C 2.766 -4.020 -1.269 -0.40 0.52 0.05
C 1.711 -4.243 -2.151 0.04 -0.03 0.05
C 1.665 -5.372 -2.962 -0.02 -0.07 -0.03
C 2.682 -6.312 -2.896 -0.02 0.00 -0.03
C 3.747 -6.104 -2.028 0.05 -0.05 0.03
C 3.786 -4.969 -1.231 0.09 0.07 0.06
H 3.664 -1.380 2.604 -0.05 0.01 0.05
H 3.948 -2.292 4.889 -0.03 0.02 0.00
H 3.574 -4.706 5.311 0.02 0.00 0.00
H 2.974 -6.193 3.428 -0.06 0.01 0.00
H 2.698 -5.276 1.163 -0.01 -0.01 0.02
H 4.164 -1.150 -2.471 0.03 0.02 -0.03
H 6.408 -0.356 -3.141 -0.03 0.02 0.01
H 8.308 -0.551 -1.565 0.00 -0.03 -0.01
H 7.959 -1.614 0.641 -0.01 0.00 0.01
H 5.735 -2.455 1.276 0.03 0.01 0.02
H 0.917 -3.514 -2.221 -0.06 -0.02 -0.04
H 0.833 -5.515 -3.642 0.00 0.00 0.00
H 2.651 -7.199 -3.518 0.00 0.00 -0.01
H 4.549 -6.832 -1.973 0.01 0.01 0.00
H 4.628 -4.813 -0.562 0.02 -0.01 -0.02
```
Forces are in eV/Å.

total charge	-1
relative energy (zero: lowest compared OMol25 entry of this formula, charge and spin)	0.0	kJ/mol
Kohn-Sham gap	5.02	eV
calculated total energy	-4678.34762	Ha
LUMO level	2.2	eV

---

Entry 3:
# C13H11F8N4O5ReS

C13H11F8N4O5ReS as an isolated structure at a distorted geometry (the ωB97M-V functional and the def2-TZVPD basis, OMol25).

XYZ file:
```
43
Properties=species:S:1:pos:R:3:forces:R:3
Re 0.088 0.286 0.032 -0.91 1.28 0.22
C -3.265 2.776 1.116 -0.02 -0.06 -0.01
C -2.365 1.616 0.883 -0.47 -0.49 0.29
N -1.102 1.830 0.370 1.67 -0.99 -0.47
O -0.864 3.128 0.151 -0.03 0.27 -0.11
C -2.616 0.300 1.141 -0.05 0.28 -0.09
C -3.833 -0.320 1.707 0.01 -0.06 0.03
N -1.513 -0.558 0.839 -0.11 -0.84 0.27
O -1.660 -1.753 1.101 0.09 0.74 -0.16
H -2.818 3.454 1.844 0.02 0.00 -0.01
H -4.230 2.447 1.485 0.01 -0.01 0.01
H -3.409 3.337 0.192 0.02 0.00 0.00
H 0.057 3.202 -0.166 -0.03 -0.01 0.04
H -4.638 0.402 1.797 0.00 0.00 0.00
H -3.614 -0.739 2.691 -0.01 0.00 0.00
H -4.158 -1.148 1.076 -0.01 0.01 0.00
F 2.316 0.045 1.814 0.02 0.00 -0.01
C 1.009 0.446 1.948 -0.12 -0.13 -0.07
F 0.462 -0.361 2.915 0.01 -0.01 0.07
C 1.072 1.852 2.578 -0.03 0.07 -0.05
F 1.862 1.883 3.634 0.00 -0.02 0.01
F 1.536 2.728 1.667 -0.01 -0.02 0.02
F -0.154 2.250 2.948 0.00 -0.01 0.00
F 2.660 2.247 -3.812 0.00 0.00 0.00
C 1.908 1.179 -3.659 -0.01 0.00 0.00
F 1.315 0.853 -4.790 0.00 -0.01 0.00
F 2.651 0.164 -3.227 0.00 -0.01 0.00
S 0.598 1.564 -2.409 0.02 -0.04 -0.01
O -0.244 0.352 -2.237 -0.02 -0.03 -0.02
O -0.036 2.758 -2.828 0.02 -0.01 0.00
O 1.334 1.648 -1.087 -0.05 0.04 0.07
N 2.751 -3.918 -4.102 0.01 0.02 0.00
C 2.439 -3.637 -3.034 -0.02 -0.03 0.00
C 2.036 -3.280 -1.702 0.00 0.02 -0.01
C 2.233 -4.134 -0.622 0.00 0.00 0.00
C 1.800 -3.722 0.626 0.01 0.01 0.00
C 1.206 -2.486 0.763 0.01 0.00 0.04
N 1.035 -1.647 -0.280 -0.02 0.05 0.00
C 1.432 -2.053 -1.495 -0.02 -0.01 -0.04
H 2.706 -5.096 -0.765 0.00 0.00 0.00
H 1.918 -4.351 1.496 0.00 0.00 0.00
H 0.852 -2.152 1.725 -0.01 0.00 0.00
H 1.244 -1.394 -2.324 0.00 0.01 -0.01
```
Forces are in eV/Å.

total charge	+1
relative energy (zero: lowest compared OMol25 entry of this formula, charge and spin)	14.9	kJ/mol
multiplicity	2
expectation value of S²	0.808
Kohn-Sham gap (spin up / spin down)	6.82 / 6.61	eV
calculated total energy	-2372.25560	Ha
LUMO level (spin up / spin down)	-6.4 / -6.4	eV

---

Entry 4:
# C3H6N2O2S

One molecule with the formula C3H6N2O2S at a distorted geometry (the ωB97M-V functional and the def2-TZVPD basis, OMol25).

XYZ file:
```
14
Properties=species:S:1:pos:R:3:forces:R:3
C -0.280 1.170 -1.849 -1.03 1.67 -3.93
C 0.118 0.758 0.280 1.13 -2.10 -0.22
C 0.962 -1.329 1.373 1.03 0.11 1.49
H 0.072 0.867 -2.943 -1.22 0.19 2.38
H -1.516 1.261 -1.737 3.47 -0.96 -0.18
H 0.006 2.350 -1.866 -0.01 -3.07 0.99
H 0.320 0.484 2.290 0.43 -1.27 -2.70
H 1.816 -1.448 2.124 -0.94 0.21 -1.27
H -1.508 -1.250 0.595 0.31 -1.65 -1.09
N 0.438 -0.024 1.328 0.28 -0.42 3.44
N 0.527 -2.386 0.856 -1.17 -0.77 -0.98
O 0.401 0.193 -0.961 -2.03 3.70 0.89
O -0.346 1.816 0.521 -1.04 2.32 -0.60
S -1.009 -2.462 -0.011 0.79 2.05 1.78
```
Forces are in eV/Å.

relative energy (zero: lowest compared OMol25 entry of this formula, charge and spin)	337.2	kJ/mol
structure (SMILES)	COC(=O)N/C=N\S
Kohn-Sham gap	9.60	eV
calculated total energy	-776.01171	Ha
LUMO level	0.6	eV

---

Entry 5:
# C5H4BrIO

One molecule with the formula C5H4BrIO at a distorted geometry (the ωB97M-V functional and the def2-TZVPD basis, OMol25).

XYZ file:
```
12
Properties=species:S:1:pos:R:3:forces:R:3
C -0.068 1.027 -0.921 0.05 1.56 6.91
C -0.037 1.064 0.653 -0.23 -0.20 -7.32
C -0.028 -0.354 -1.319 0.07 -0.61 0.05
C 0.149 -0.310 1.162 0.06 -0.33 0.33
C 0.001 -1.223 -0.060 -0.04 -0.05 -0.13
O -0.050 -0.781 -2.449 0.03 -0.07 -0.08
Br -0.235 2.578 1.674 0.11 -0.05 0.02
I -0.169 2.691 -2.134 -0.01 -0.43 0.21
H 1.147 -0.405 1.607 -0.07 0.06 0.01
H -0.563 -0.553 1.953 -0.02 0.07 0.03
H -0.943 -1.772 -0.030 0.03 0.03 0.02
H 0.797 -1.962 -0.137 0.02 0.02 -0.05
```
Forces are in eV/Å.

relative energy (zero: lowest compared OMol25 entry of this formula, charge and spin)	6.4	kJ/mol
structure (SMILES)	O=C1CCC(Br)=C1I
Kohn-Sham gap	8.15	eV
calculated total energy	-3139.82477	Ha
LUMO level	-0.6	eV

---

Entry 6:
# H35O17

A 17-piece molecular cluster, H35O17 overall at a distorted geometry (the ωB97M-V functional and the def2-TZVPD basis, OMol25).

XYZ file:
```
52
Properties=species:S:1:pos:R:3:forces:R:3
O -2.793 -0.462 3.637 0.19 0.20 -0.08
H -2.989 -1.287 4.088 -0.09 -0.01 -0.02
H -3.554 -0.235 3.098 -0.24 -0.16 0.08
O -3.607 1.410 -2.993 0.45 1.20 0.42
H -4.063 0.664 -2.606 -0.03 -0.33 -0.61
H -3.397 1.339 -3.925 -0.38 -0.62 -0.06
O 3.619 -0.586 1.359 -0.74 -0.03 -1.73
H 4.569 -0.542 1.328 0.37 -0.17 1.22
H 3.125 -0.676 2.182 0.94 0.07 0.55
O -0.612 1.228 3.084 -0.60 -0.19 -0.10
H -1.385 0.912 3.585 0.41 -0.08 0.45
H -0.972 1.059 2.206 0.23 0.34 -0.28
O 1.106 0.328 1.041 -0.91 0.23 -0.26
H 0.543 0.114 1.801 0.30 -0.15 0.08
O -0.011 3.084 -1.524 0.07 -0.29 0.34
H -0.758 2.623 -1.114 -0.13 0.23 -0.02
H -0.123 2.980 -2.473 -0.03 -0.11 -0.15
O -2.092 -0.443 -1.338 -0.08 -0.14 -0.13
H -2.774 -1.085 -1.100 -0.18 0.28 0.60
H -2.117 0.379 -0.832 -0.82 -0.12 0.16
O 0.753 -2.540 1.982 0.02 -0.13 0.97
H -0.041 -2.562 1.445 0.11 0.01 -0.29
H 1.474 -2.498 1.354 0.01 0.04 -0.23
O 0.001 -1.839 -0.475 -0.26 0.39 -0.23
H 2.982 -1.098 -1.695 -0.08 0.23 -0.32
H -0.595 -1.101 -0.753 0.28 -1.09 -0.23
O -0.162 0.164 -2.872 -0.53 -0.09 -0.40
H 0.243 -0.450 -3.492 0.23 0.04 0.04
H -1.077 -0.184 -2.753 0.80 0.44 0.04
O -3.638 -3.111 -0.321 0.13 -0.04 -0.20
H -4.326 -3.705 -0.002 -0.13 0.16 0.07
H -3.061 -3.699 -0.821 0.11 0.04 0.05
O 2.844 0.220 3.902 -0.49 0.14 0.01
H 1.899 0.363 4.047 -0.06 -0.05 -0.09
H 3.214 0.291 4.786 0.26 -0.05 0.03
O -2.877 2.511 -0.565 0.63 -0.32 0.13
H -3.171 3.369 -0.246 0.03 0.03 -0.07
H -2.807 2.561 -1.528 -0.65 0.02 -0.11
O 2.351 2.146 -0.949 0.62 -0.08 0.15
H 2.591 2.167 0.089 -0.21 0.34 -0.28
H 1.369 2.262 -1.107 0.09 0.22 -0.19
O 0.990 -2.876 -3.123 -0.09 0.20 -0.09
H 1.815 -2.864 -3.620 0.02 -0.12 0.03
H 0.311 -3.068 -3.778 0.03 -0.15 -0.04
O 3.287 -0.296 -1.258 -0.06 -0.43 0.10
H 3.292 -0.574 -0.310 -0.02 0.45 0.10
H 2.714 1.302 -1.330 -0.25 -0.43 0.13
O 2.615 2.494 1.512 0.65 0.39 -0.70
H 2.695 1.608 1.895 -0.40 0.00 0.19
H 1.687 2.747 1.445 -0.16 -0.34 0.78
H 0.721 -0.192 0.316 0.53 -0.30 0.19
H 0.193 -2.351 -1.275 0.11 0.32 0.00
```
Forces are in eV/Å.

total charge	+1
relative energy (zero: lowest compared OMol25 entry of this formula, charge and spin)	108.1	kJ/mol
Kohn-Sham gap	10.37	eV
calculated total energy	-1299.86775	Ha
LUMO level	-2.7	eV

---

Among the records above, which one has the lowest relative energy (zero: lowest compared OMol25 entry of this formula, charge and spin)?
C27H39GeHfN6O5S2

---

The lowest relative energy (zero: lowest compared OMol25 entry of this formula, charge and spin) belongs to which entry?
C27H39GeHfN6O5S2